No. 1
Below is a cluster of 3 separate species, C4H15N2O3 in total in a non-equilibrium geometry, with properties calculated with the ωB97M-V functional and the def2-TZVPD basis.

Summary:
- Spin multiplicity: 2
- Energy: -13510.6845 eV
- HOMO-LUMO gap (alpha / beta): 0.3801 / 0.2180 Ha
- ⟨S²⟩: 0.757

Last column: Mulliken spin population.
Atoms and positions in Å:
C (1.577, -0.202, -1.057)  -0.013
C (2.062, -0.525, 0.341)  0.098
C (0.848, -0.454, 1.409)  -0.014
O (-0.335, -0.295, 0.760)  0.558
N (0.786, 1.029, -1.160)  0.257
C (-0.312, 0.886, -2.185)  -0.008
N (-1.529, 0.210, -1.821)  0.007
H (2.448, -0.003, -1.695)  0.028
H (1.090, -1.090, -1.467)  0.005
H (2.464, -1.525, 0.467)  -0.008
H (2.830, 0.184, 0.659)  0.001
H (0.869, -1.439, 1.907)  0.064
H (1.146, 0.424, 1.994)  -0.006
H (0.435, 1.354, -0.262)  -0.007
H (-0.548, 1.892, -2.527)  0.005
H (0.226, 0.377, -2.984)  0.001
H (-2.116, 0.864, -1.316)  0.001
H (-1.327, -0.549, -1.184)  -0.003
H (-1.072, 1.013, 1.500)  -0.004
H (-1.693, 0.993, 2.766)  0.000
O (-1.635, 1.639, 2.043)  0.000
H (-1.524, -1.021, 1.427)  -0.010
H (-2.405, -2.120, 0.780)  -0.004
O (-2.288, -1.640, 1.605)  0.053

No. 2
Below is a cluster of 2 separate species, C4H15N2OS in total in a non-equilibrium geometry, with properties calculated with the ωB97M-V functional and the def2-TZVPD basis.

Summary:
- Charge: +1
- Energy: -20245.6901 eV
- HOMO-LUMO gap: 0.3693 Ha

Last column: natural (NBO) charge in e.
Atoms and positions in Å:
N (1.082, -1.667, -0.205)  -0.728
C (1.395, -0.166, -0.744)  -0.054
C (0.115, 0.296, -1.475)  -0.601
S (-0.630, -0.764, -2.762)  -0.013
C (1.591, 0.784, 0.505)  -0.275
N (0.858, 0.233, 1.687)  -0.685
C (-0.496, 0.711, 1.980)  -0.426
H (0.686, -1.476, 0.703)  0.464
H (1.956, -2.078, 0.063)  0.429
H (0.610, -2.222, -0.933)  0.457
H (2.298, -0.191, -1.444)  0.245
H (-0.468, 0.608, -0.531)  0.253
H (0.521, 1.249, -2.288)  0.277
H (-1.754, -1.136, -2.206)  0.164
H (2.576, 0.913, 0.760)  0.228
H (1.431, 1.931, 0.366)  0.235
H (1.433, 0.438, 2.598)  0.404
H (-1.033, 0.921, 1.092)  0.200
H (-0.623, 1.520, 2.648)  0.214
H (-1.071, -0.156, 2.263)  0.207
H (-3.343, 0.585, -1.272)  0.477
H (-3.972, -0.249, -0.125)  0.496
O (-3.161, -0.082, -0.681)  -0.966

No. 3
Below is a cluster of 3 separate species, C4H15N3 in total, with properties calculated with the ωB97M-V functional and the def2-TZVPD basis.

Summary:
- Energy: -8857.2675 eV
- HOMO-LUMO gap: 0.2897 Ha

Last column: natural (NBO) charge in e.
Atoms and positions in Å:
C (-1.627, -0.093, -0.372)  0.198
C (0.522, 0.633, -1.107)  -0.786
C (-1.813, 1.047, 0.586)  -0.669
C (1.450, 1.646, -0.430)  -0.627
N (-1.656, -1.329, 0.105)  -0.856
H (-1.955, 0.095, -1.392)  0.179
H (-0.452, -1.422, 0.894)  0.428
H (-1.743, -2.014, -0.640)  0.350
H (1.089, -0.113, -1.684)  0.173
H (-0.108, 1.148, -1.831)  0.194
H (-1.530, 2.000, 0.141)  0.222
H (-1.232, 0.902, 1.500)  0.204
H (-2.867, 1.098, 0.881)  0.223
H (0.875, 2.380, 0.145)  0.192
H (2.068, 2.216, -1.136)  0.197
H (2.148, 1.176, 0.274)  0.177
N (0.673, -1.145, 1.033)  -0.681
N (1.570, -2.194, 0.644)  -0.650
H (1.011, -3.006, 0.400)  0.352
H (2.055, -1.896, -0.196)  0.356
H (0.942, -0.777, 1.938)  0.382
H (0.579, -0.352, 0.245)  0.443

No. 4
Below is a cluster of 2 separate species, C4H15N3O in total in a non-equilibrium geometry, with properties calculated with the ωB97M-V functional and the def2-TZVPD basis.

Summary:
- Energy: -10907.5628 eV
- HOMO-LUMO gap: 0.3223 Ha

Last column: natural (NBO) charge in e.
Atoms and positions in Å:
C (0.424, -0.077, -1.737)  -0.238
N (-0.022, 0.371, -0.392)  -0.686
C (-0.426, 1.766, -0.399)  -0.236
C (0.135, 2.384, 0.925)  -0.203
N (-0.397, 1.672, 2.071)  -0.858
C (1.466, -1.213, -1.434)  -0.218
N (0.884, -2.444, -0.967)  -0.886
H (0.944, 0.620, -2.405)  0.198
H (-0.503, -0.416, -2.208)  0.169
H (-0.538, -0.367, 0.062)  0.381
H (-1.514, 1.989, -0.478)  0.166
H (0.200, 2.350, -1.064)  0.197
H (1.236, 2.362, 0.902)  0.189
H (-0.130, 3.434, 1.043)  0.183
H (-0.292, 0.673, 2.131)  0.360
H (-1.386, 1.831, 2.226)  0.345
H (2.193, -0.793, -0.721)  0.190
H (2.175, -1.498, -2.287)  0.182
H (0.740, -3.065, -1.738)  0.374
H (0.308, -2.395, -0.148)  0.384
H (-1.719, -1.663, 2.422)  0.492
H (-2.159, -1.734, 0.842)  0.487
O (-1.532, -1.961, 1.529)  -0.972

No. 5
Below is a cluster of 2 separate species, C4H15N3O in total in a non-equilibrium geometry, with properties calculated with the ωB97M-V functional and the def2-TZVPD basis.

Summary:
- Energy: -10907.0422 eV
- HOMO-LUMO gap: 0.3254 Ha

Last column: natural (NBO) charge in e.
Atoms and positions in Å:
C (1.469, 0.361, 0.183)  -0.215
N (1.445, 1.123, 1.468)  -0.686
C (0.696, 2.413, 1.540)  -0.055
N (-0.788, 2.175, 1.645)  -0.869
C (1.088, -1.140, 0.404)  -0.057
C (-0.426, -1.374, 0.038)  -0.625
N (2.018, -1.914, -0.461)  -0.858
H (2.505, 0.536, -0.182)  0.198
H (0.750, 0.958, -0.558)  0.179
H (1.363, 0.530, 2.257)  0.356
H (0.881, 2.961, 0.502)  0.181
H (1.192, 3.101, 2.347)  0.197
H (-1.172, 2.066, 0.743)  0.361
H (-0.989, 1.399, 2.287)  0.357
H (1.260, -1.559, 1.445)  0.170
H (-0.826, -2.268, 0.482)  0.205
H (-1.021, -0.687, 0.514)  0.216
H (-0.595, -1.535, -1.015)  0.215
H (3.016, -1.970, -0.170)  0.375
H (1.547, -2.745, -0.585)  0.354
H (-3.707, -0.817, -3.865)  0.491
H (-5.028, -0.735, -4.969)  0.492
O (-4.678, -0.878, -4.052)  -0.983

No. 6
Below is a cluster of 2 separate species, C4H15N3O in total in a non-equilibrium geometry, with properties calculated with the ωB97M-V functional and the def2-TZVPD basis.

Summary:
- Energy: -10905.3850 eV
- HOMO-LUMO gap: 0.3436 Ha

Last column: natural (NBO) charge in e.
Atoms and positions in Å:
C (0.078, 2.531, 0.079)  -0.409
C (-1.090, 0.985, -1.338)  -0.424
N (-0.404, 1.173, -0.073)  -0.454
N (0.416, -2.795, -1.590)  -0.500
O (0.023, -2.064, -0.468)  -0.309
H (0.740, -2.143, -2.304)  0.329
H (1.193, -3.404, -1.335)  0.328
H (0.622, 2.619, 1.016)  0.200
H (-0.738, 3.269, 0.080)  0.167
H (0.755, 2.771, -0.741)  0.203
H (-0.406, 1.225, -2.155)  0.200
H (-1.985, 1.610, -1.422)  0.168
H (-1.373, -0.063, -1.428)  0.221
C (1.458, -1.680, 1.373)  -0.432
C (-1.297, 0.776, 1.078)  -0.425
N (1.095, -1.240, 0.046)  -0.416
H (0.726, -0.226, -0.018)  0.396
H (2.249, -1.023, 1.729)  0.202
H (1.849, -2.698, 1.322)  0.191
H (0.623, -1.673, 2.083)  0.168
H (-2.182, 1.428, 1.095)  0.177
H (-0.747, 0.881, 2.014)  0.202
H (-1.605, -0.260, 0.956)  0.218

No. 7
Below is a cluster of 2 separate species, C4H15N3O in total in a non-equilibrium geometry, with properties calculated with the ωB97M-V functional and the def2-TZVPD basis.

Summary:
- Energy: -10908.5016 eV
- HOMO-LUMO gap: 0.3463 Ha

Last column: natural (NBO) charge in e.
Atoms and positions in Å:
C (0.510, -0.690, -1.107)  -0.217
C (-0.858, -0.406, -1.786)  -0.429
C (-2.067, -0.415, -0.841)  -0.227
N (-2.323, 0.873, -0.173)  -0.824
N (1.207, 0.522, -0.754)  -0.648
C (2.555, 0.353, -0.335)  -0.064
N (2.818, -0.149, 1.014)  -0.842
H (1.116, -1.238, -1.816)  0.197
H (0.265, -1.303, -0.230)  0.150
H (-0.974, -1.111, -2.611)  0.212
H (-0.785, 0.551, -2.316)  0.208
H (-2.040, -1.180, -0.068)  0.198
H (-2.922, -0.631, -1.492)  0.191
H (-2.319, 1.618, -0.852)  0.355
H (-1.554, 1.031, 0.466)  0.326
H (0.631, 1.144, -0.201)  0.350
H (3.024, -0.346, -1.030)  0.179
H (3.171, 1.234, -0.512)  0.187
H (2.244, -0.964, 1.185)  0.349
H (2.584, 0.558, 1.699)  0.347
H (-0.683, -0.225, 2.705)  0.459
H (-2.033, 0.438, 2.609)  0.472
O (-1.567, -0.261, 3.098)  -0.929

No. 8
Below is a cluster of 2 separate species, C4H15N3O in total in a non-equilibrium geometry, with properties calculated with the ωB97M-V functional and the def2-TZVPD basis.

Summary:
- Charge: +1
- Spin multiplicity: 2
- Energy: -10898.1952 eV
- HOMO-LUMO gap (alpha / beta): 0.1105 / 0.2791 Ha
- ⟨S²⟩: 0.753

Last column: Mulliken spin population.
Atoms and positions in Å:
C (-1.707, 1.136, 1.052)  0.011
C (-0.255, 1.635, 1.330)  0.033
C (0.817, 1.392, 0.297)  0.024
N (1.914, -1.830, -1.205)  0.185
C (1.622, -0.537, -1.033)  0.667
N (1.095, -0.110, 0.161)  0.111
N (-2.837, 2.202, 1.300)  0.035
H (-2.024, 0.236, 1.607)  0.015
H (-1.713, 0.777, 0.057)  0.021
H (-0.197, 2.676, 1.610)  -0.006
H (0.208, 0.980, 2.277)  -0.007
H (0.481, 1.733, -0.716)  -0.018
H (1.877, 1.766, 0.631)  -0.007
H (2.405, -2.156, -2.045)  -0.015
H (1.656, -2.569, -0.634)  -0.031
H (1.804, 0.162, -1.775)  0.028
H (0.912, -0.763, 0.827)  -0.012
H (-2.275, 3.092, 1.659)  -0.007
H (-3.474, 1.991, 1.892)  -0.005
H (-3.128, 2.570, 0.380)  -0.025
H (-0.445, -3.442, -2.541)  0.001
H (-0.037, -4.155, -1.253)  0.000
O (-0.016, -3.311, -1.706)  0.003

Q: Which energy above the lowest of the compared OMol25 structures with the same formula, charge and spin values were calculated for the entries above? A: 0.034; 2.666; 4.140; 1.977; 2.497; 4.155; 1.038; 2.580, in eV.